1.
Formula: C21H25CdCl3GeN7S2
Source: the Open Molecules 2025 dataset
Level of theory: ωB97M-V with the def2-TZVPD basis set

XYZ file:
```
60
C21H25CdCl3GeN7S2 (ωB97M-V with the def2-TZVPD basis set)
Cd -0.731 -0.391 -0.051
C -1.253 -3.569 0.306
C 0.267 -3.552 0.190
N 0.831 -2.280 0.643
C 2.148 -2.011 0.088
C 2.022 -1.727 -1.393
C 2.993 -2.083 -2.312
C 2.774 -1.786 -3.649
C 1.596 -1.165 -4.023
C 0.677 -0.832 -3.036
C -0.598 -0.086 -3.357
N -1.650 -0.300 -2.377
C -2.505 -1.467 -2.587
C -1.965 -2.715 -1.898
N -1.858 -2.483 -0.461
N 0.905 -1.106 -1.759
H -1.540 -3.430 1.349
H -1.624 -4.549 -0.019
H 0.556 -3.689 -0.854
H 0.682 -4.401 0.747
H 0.842 -2.235 1.656
H 2.863 -2.831 0.240
H 2.549 -1.119 0.578
H 3.893 -2.587 -1.989
H 3.510 -2.052 -4.394
H 1.387 -0.937 -5.058
H -0.919 -0.351 -4.373
H -0.355 0.981 -3.356
H -2.217 0.537 -2.294
H -2.645 -1.673 -3.656
H -3.483 -1.231 -2.162
H -0.972 -2.958 -2.285
H -2.623 -3.565 -2.124
H -2.776 -2.263 -0.080
S 1.899 1.788 -1.118
C 0.732 2.990 -0.776
S -0.762 2.244 -0.371
C 0.957 4.338 -0.825
C -0.069 5.268 -0.491
N -0.894 6.018 -0.210
C 2.238 4.831 -1.208
N 3.269 5.223 -1.532
N 1.418 0.887 2.227
C 0.774 1.749 3.139
C 0.275 1.262 4.343
C -0.436 2.094 5.192
C -0.660 3.422 4.856
C -0.144 3.914 3.667
C 0.573 3.089 2.816
H 1.919 0.140 2.690
H 2.016 1.379 1.574
H 0.427 0.223 4.605
H -0.827 1.695 6.118
H -1.225 4.064 5.516
H -0.300 4.948 3.391
H 0.972 3.485 1.892
Cl -1.576 -0.852 2.387
Ge -3.020 1.128 2.354
Cl -4.712 0.108 3.380
Cl -3.627 0.469 0.136
```

The calculation puts the relative energy (zero: lowest compared OMol25 entry of this formula, charge and spin) at 0.0 kcal/mol. As for the HOMO-LUMO gap (spin up / spin down): 0.29058 / 0.20722 hartree. Its total charge is 0. Its spin multiplicity is 2. The LUMO energy (spin up / spin down) comes out at -0.26 / -2.52 eV.

2.
Formula: C24H44BNP2Sm
Source: the Open Molecules 2025 dataset
Level of theory: ωB97M-V with the def2-TZVPD basis set

XYZ file:
```
73
C24H44BNP2Sm (ωB97M-V with the def2-TZVPD basis set)
Sm -0.082 0.276 0.095
C -0.928 -1.888 1.076
C 0.392 -2.215 0.601
C 0.613 -0.604 2.279
C -0.795 -0.900 2.124
C 1.344 -1.413 1.328
C -2.205 -2.459 0.560
H -2.129 -2.858 -0.458
H -3.034 -1.743 0.565
H -2.494 -3.288 1.215
C -1.908 -0.109 2.726
H -2.877 -0.293 2.246
H -1.770 0.986 2.735
H -1.978 -0.418 3.772
C 1.172 0.532 3.071
H 1.318 0.160 4.088
H 0.517 1.414 3.143
H 2.142 0.902 2.707
C 2.821 -1.413 1.121
H 3.270 -2.072 1.871
H 3.279 -0.427 1.249
H 3.125 -1.783 0.136
C 0.722 -3.235 -0.437
H 0.954 -4.184 0.061
H 1.594 -2.979 -1.051
H -0.104 -3.431 -1.127
C -1.786 1.503 -6.846
C -1.856 0.191 -6.847
C -1.046 -0.808 -7.635
C 0.305 -0.300 -8.193
C 1.231 0.201 -7.111
C 1.295 1.393 -6.558
C 0.492 2.631 -6.871
C -0.848 2.406 -7.610
H -1.633 -1.221 -8.473
H 0.135 0.434 -8.989
H -0.845 -1.664 -6.972
H -0.666 2.070 -8.638
H -2.518 2.077 -6.238
H -2.667 -0.295 -6.267
H -1.330 3.397 -7.687
H 0.279 3.133 -5.914
H 2.096 1.589 -5.818
H 1.089 3.354 -7.454
H 0.790 -1.171 -8.669
H 1.952 -0.577 -6.785
P -1.387 0.334 -2.215
C -2.917 1.207 -1.983
C -1.524 -1.128 -3.208
P 1.578 0.945 -1.879
C 0.015 1.445 -2.813
C 2.485 -0.302 -2.757
C 2.553 2.343 -1.371
H -2.830 1.969 -1.168
H -3.686 0.450 -1.697
H -3.089 1.660 -2.986
H -1.649 -0.718 -4.237
H -2.417 -1.683 -2.833
H -0.622 -1.779 -3.104
H 2.798 2.828 -2.342
H 3.447 1.945 -0.835
H 1.977 3.008 -0.680
H -0.232 2.484 -2.539
H 0.167 1.285 -3.888
H 3.427 -0.470 -2.181
H 2.643 0.177 -3.750
H 1.914 -1.259 -2.818
B -1.108 4.421 2.311
C -0.781 3.229 1.491
N -0.526 2.302 0.818
H -1.940 5.030 1.674
H -0.052 5.005 2.420
H -1.525 3.985 3.361
```

The calculation puts the relative energy (zero: lowest compared OMol25 entry of this formula, charge and spin) at 0.0 kcal/mol. As for the HOMO-LUMO gap (spin up / spin down): 0.29665 / 0.30572 hartree. Its total charge is +1. Its spin multiplicity is 6. The LUMO energy (spin up / spin down) comes out at -2.97 / -2.73 eV.

3.
Formula: C30H78ClN6O13
Source: the Open Molecules 2025 dataset
Level of theory: ωB97M-V with the def2-TZVPD basis set

XYZ file:
```
128
C30H78ClN6O13 (ωB97M-V with the def2-TZVPD basis set)
Cl 0.485 -0.924 0.222
O 0.613 -0.224 1.470
O 0.917 -0.198 -0.908
O 1.211 -2.174 0.299
O -0.919 -1.199 0.022
C 1.738 -3.296 3.448
O 1.214 -4.674 3.433
C 0.612 -5.079 2.298
C -0.748 -4.375 1.882
N -1.830 -5.400 1.952
C -3.085 -4.822 2.324
C -4.063 -6.046 2.459
O -3.648 -6.902 3.435
C -3.922 -8.281 3.213
H 0.927 -2.568 3.462
H 2.339 -3.033 2.577
H 2.347 -3.124 4.336
H 0.616 -6.169 2.292
H 1.392 -4.917 1.554
H -0.685 -3.861 0.923
H -1.150 -3.706 2.643
H -1.564 -5.946 2.759
H -3.508 -4.232 1.511
H -3.149 -4.181 3.204
H -4.255 -6.508 1.491
H -5.036 -5.578 2.605
H -4.990 -8.473 3.114
H -3.760 -8.955 4.054
H -3.384 -8.541 2.301
C 2.856 -5.624 -2.671
O 1.839 -4.777 -3.107
C 0.550 -4.990 -2.404
C -0.499 -4.014 -2.940
N 0.095 -2.651 -3.042
C -0.853 -1.553 -3.487
C -1.180 -1.661 -4.978
O -0.067 -1.802 -5.757
C -0.407 -1.613 -7.156
H 2.609 -6.599 -2.253
H 3.383 -5.124 -1.858
H 3.530 -5.803 -3.508
H 0.612 -4.757 -1.340
H 0.356 -6.048 -2.581
H -1.326 -3.707 -2.299
H -0.912 -4.325 -3.900
H 0.443 -2.368 -2.137
H -0.219 -0.667 -3.474
H -1.706 -1.470 -2.813
H -1.539 -0.649 -5.166
H -1.922 -2.392 -5.301
H -1.082 -0.763 -7.264
H -1.053 -2.408 -7.528
H 0.470 -1.416 -7.774
C -3.594 1.428 -1.901
O -2.883 1.931 -0.781
C -1.683 2.624 -1.245
C -0.867 3.170 -0.103
N -1.262 4.511 0.397
C -0.615 4.714 1.705
C -0.274 6.180 1.899
O 0.505 6.369 3.118
C 0.747 7.774 3.359
H -4.405 0.934 -1.366
H -3.048 0.756 -2.562
H -3.968 2.307 -2.426
H -1.804 3.330 -2.067
H -1.042 1.898 -1.747
H 0.073 3.426 -0.591
H -0.475 2.463 0.628
H -2.270 4.459 0.419
H 0.397 4.310 1.730
H -1.250 4.305 2.491
H -1.156 6.816 1.980
H 0.262 6.537 1.020
H 0.894 8.378 2.463
H 1.776 7.804 3.716
H 0.009 8.201 4.038
C -2.538 0.504 3.062
C -3.943 0.265 2.419
C -4.884 1.490 2.472
O -5.333 1.672 3.831
C -6.474 2.490 4.030
N -3.737 -0.179 1.050
H -2.655 1.050 3.998
H -1.957 1.198 2.455
H -1.842 -0.307 3.276
H -4.530 -0.599 2.731
H -5.748 1.246 1.853
H -4.329 2.396 2.230
H -6.529 3.433 3.486
H -6.555 2.601 5.111
H -7.417 2.063 3.686
H -3.404 0.590 0.486
H -2.944 -0.804 1.011
C 1.491 3.218 -3.765
C 2.888 3.086 -3.209
C 3.279 4.320 -2.451
O 4.661 4.153 -2.101
C 5.127 5.264 -1.261
N 3.090 2.039 -2.210
H 1.497 3.718 -4.733
H 0.778 3.790 -3.170
H 0.813 2.370 -3.859
H 3.606 2.867 -4.000
H 2.652 4.457 -1.570
H 3.203 5.297 -2.929
H 5.172 6.197 -1.822
H 5.990 4.975 -0.660
H 4.396 5.468 -0.479
H 3.675 2.551 -1.565
H 2.305 2.043 -1.575
C 6.388 0.604 -0.080
C 5.006 0.209 0.400
C 4.282 1.297 1.188
O 3.863 2.399 0.477
C 3.256 3.442 1.356
N 4.095 -0.212 -0.675
H 7.079 0.436 0.746
H 6.591 1.655 -0.287
H 6.622 -0.003 -0.955
H 5.157 -0.646 1.059
H 4.883 1.648 2.027
H 3.394 0.814 1.598
H 4.005 4.036 1.881
H 2.664 2.866 2.067
H 2.714 3.993 0.588
H 3.170 -0.317 -0.282
H 4.266 -1.205 -0.747
```

The calculation puts the relative energy (zero: lowest compared OMol25 entry of this formula, charge and spin) at 92.1 kcal/mol. As for the HOMO-LUMO gap: 0.28453 hartree. Its total charge is -1. The LUMO energy comes out at 2.30 eV.